Formula: C8H12
Source: OMol25
Level of theory: ωB97M-V with the def2-TZVPD basis set

```
20
Properties=species:S:1:pos:R:3:forces:R:3:lowdin_charge:R:1
C 2.1512 -1.6362 0.4179 -2.43 1.18 0.22 -0.016
C -0.3784 -0.0298 0.1455 1.57 0.71 1.25 -0.337
C -0.5646 -0.5023 -1.2875 -3.55 -2.28 2.52 -0.063
C 1.3144 2.3545 0.3784 -0.85 -2.22 0.98 -0.016
C -1.3218 0.2280 1.1833 2.57 -0.89 -0.79 -0.055
C -2.6451 -0.2828 0.8646 -1.13 -0.10 3.11 -0.193
C 1.3050 -0.3879 0.4944 -1.54 1.71 -1.17 -0.058
C 1.0493 0.8550 0.2941 -1.12 -1.06 0.36 -0.129
H 0.3766 2.9540 0.4066 0.86 -0.58 0.56 0.099
H 1.7240 -2.4499 -0.1396 -1.11 -0.44 0.28 0.075
H -3.3348 0.5046 1.2744 -0.11 -0.91 -0.99 0.083
H -0.2879 -1.5650 -1.2155 0.45 0.33 -1.11 0.080
H -2.7953 -1.1292 1.6282 0.26 1.10 -0.61 0.109
H -2.8408 -0.7768 -0.0522 -0.59 0.13 -1.33 0.027
H -0.0024 0.1629 -1.8116 1.57 1.07 -2.43 0.040
H 1.9857 2.3146 1.2448 -0.51 1.13 0.18 0.090
H 2.3449 -1.8818 1.4278 0.84 -0.77 0.78 0.072
H 2.9408 -1.4488 -0.2260 2.26 0.82 -0.46 0.059
H -1.6684 -0.5417 -1.5936 1.59 0.49 0.21 0.089
H 1.8940 2.6585 -0.4320 0.97 0.58 -1.53 0.043
```
Positions in Å, forces in eV/Å.

Output
Gap between HOMO and LUMO   8.0 eV
ΔE to the lowest compared entry with this formula, charge and spin   578.5 kJ/mol
Lowest unoccupied orbital energy   0.02841 Eh
DFT total energy   -8483.587 eV
Largest force on an atom   4.9 eV Å⁻¹